# 1
Below is a structure of composition C31H32N6O2SSr, with properties calculated with wB97M-V/def2-TZVPD.

Values from the calculation:
E_tot, eV: -57377.7005
Highest occupied orbital energy, eV: -7.1
Energy above the lowest of the compared OMol25 structures with the same formula, charge and spin, eV: 0.000

XYZ file:
```
73
C31H32N6O2SSr | the Open Molecules 2025 dataset | wB97M-V/def2-TZVPD
Sr -0.149 0.489 0.680
C -2.980 1.104 1.858
N -2.926 0.736 0.436
C -3.501 1.835 -0.354
C -2.979 2.031 -1.776
C -1.466 2.337 -1.909
N -0.839 2.667 -0.642
C -0.600 3.899 -0.396
C -0.059 4.468 0.819
C 0.172 5.855 0.807
C 0.658 6.533 1.897
C 0.917 5.805 3.067
C 0.697 4.452 3.123
C 0.208 3.711 2.007
O 0.028 2.446 2.104
C -3.639 -0.538 0.285
C -3.547 -1.221 -1.072
C -2.122 -1.407 -1.599
N -1.172 -1.678 -0.534
C -0.661 -2.847 -0.490
C 0.336 -3.337 0.446
C 0.930 -4.567 0.124
C 1.951 -5.114 0.867
C 2.375 -4.424 2.015
C 1.796 -3.234 2.381
C 0.758 -2.621 1.614
O 0.278 -1.492 1.976
H -4.013 1.263 2.200
H -2.399 2.009 2.033
H -2.554 0.299 2.464
H -3.300 2.755 0.195
H -4.596 1.728 -0.394
H -3.541 2.879 -2.176
H -3.235 1.182 -2.410
H -1.326 3.138 -2.646
H -0.950 1.459 -2.312
H -0.828 4.642 -1.175
H -0.047 6.398 -0.108
H 0.829 7.600 1.858
H 1.290 6.318 3.946
H 0.876 3.896 4.037
H -4.702 -0.401 0.542
H -3.217 -1.218 1.028
H -4.144 -0.697 -1.822
H -4.010 -2.204 -0.948
H -1.802 -0.488 -2.099
H -2.112 -2.198 -2.360
H -0.951 -3.580 -1.257
H 0.578 -5.084 -0.763
H 2.391 -6.064 0.595
H 3.162 -4.844 2.633
H 2.114 -2.708 3.274
N 3.199 -2.248 -0.734
C 2.545 -2.522 -1.920
C 2.595 -3.608 -2.786
C 1.792 -3.544 -3.908
C 0.974 -2.432 -4.164
C 0.929 -1.358 -3.297
C 1.718 -1.417 -2.150
N 1.836 -0.514 -1.103
C 2.717 -1.051 -0.293
C 3.164 -0.406 0.938
C 4.211 -0.753 1.734
S 4.289 0.313 3.066
C 2.919 1.152 2.471
N 2.446 0.680 1.364
H 3.599 -2.949 -0.127
H 3.225 -4.465 -2.587
H 1.797 -4.367 -4.611
H 0.373 -2.418 -5.063
H 0.305 -0.497 -3.494
H 4.918 -1.556 1.606
H 2.474 1.991 2.987
```

***

# 2
Below is a cluster of 5 separate species, C15H30O15 in total, with properties calculated with wB97M-V/def2-TZVPD.

Values from the calculation:
SMILES: COC(=O)OC.COC(=O)OC.COC(=O)OC.COC(=O)OC.COC(=O)OC
E_tot, eV: -46744.4084
Highest occupied orbital energy, eV: -10.5
Energy above the lowest of the compared OMol25 structures with the same formula, charge and spin, eV: 9.814

XYZ file:
```
60
C15H30O15 | the Open Molecules 2025 dataset | wB97M-V/def2-TZVPD
C -7.205 1.035 -1.251
O -6.484 2.317 -1.383
C -5.391 2.421 -0.617
O -4.932 1.426 -0.131
O -4.948 3.642 -0.457
C -3.858 3.991 0.217
H -6.603 0.028 -1.467
H -7.890 1.016 -2.105
H -7.624 0.782 -0.314
H -3.987 5.106 -0.071
H -3.022 3.561 -0.232
H -3.707 3.628 1.306
C 2.636 -0.080 -0.564
O 1.560 0.199 -1.462
C 0.218 0.091 -0.990
O 0.009 -0.189 0.095
O -0.598 0.630 -1.878
C -1.918 0.597 -1.591
H 2.520 -0.917 -0.193
H 2.723 0.646 0.260
H 3.584 -0.058 -1.196
H -2.396 -0.517 -1.151
H -2.407 0.931 -2.431
H -2.201 0.968 -0.596
C -1.668 -6.939 3.114
O -0.949 -6.430 2.014
C -1.212 -5.091 1.727
O -2.265 -4.510 1.978
O -0.099 -4.558 1.089
C -0.201 -3.317 0.525
H -2.303 -7.758 2.784
H -2.292 -6.466 3.557
H -0.930 -7.259 3.965
H -0.552 -3.229 -0.593
H 0.839 -2.841 0.558
H -0.777 -2.654 1.039
C 4.214 -3.379 -1.244
O 5.134 -3.434 -2.310
C 5.903 -2.283 -2.629
O 5.933 -1.268 -1.744
O 6.735 -2.434 -3.581
C 7.429 -1.290 -4.143
H 4.565 -3.377 -0.267
H 3.758 -4.134 -1.000
H 3.499 -2.414 -1.488
H 6.622 -0.540 -4.469
H 7.935 -1.589 -5.159
H 8.070 -0.834 -3.403
C 0.763 6.979 2.972
O 0.864 5.680 3.242
C 0.224 4.767 2.482
O -0.628 5.122 1.648
O 0.648 3.508 2.613
C 0.201 2.408 1.716
H -0.197 7.135 2.767
H 1.291 7.279 2.013
H 0.983 7.611 3.835
H 0.517 2.587 0.703
H -0.941 2.132 1.914
H 0.808 1.570 1.980
```

***

# 3
Below is a structure of composition C14H36Ba2NO17S4, with properties calculated with wB97M-V/def2-TZVPD.

Values from the calculation:
E_tot, eV: -96098.0848
Charge: +1
Highest occupied orbital energy, eV: -8.4

XYZ file:
```
74
C14H36Ba2NO17S4 | the Open Molecules 2025 dataset | wB97M-V/def2-TZVPD
Ba -6.642 5.336 -1.865
Ba -11.590 2.443 1.840
N -8.913 -0.346 6.032
O -8.643 0.863 6.154
O -10.034 -0.739 5.678
O -8.018 -1.114 6.083
O -3.114 2.252 -0.231
C -3.340 0.829 -0.278
C -4.692 0.123 0.164
O -5.978 0.585 -0.119
H -2.474 0.362 0.191
H -3.051 0.576 -1.298
H -4.672 -0.289 1.173
H -4.565 -0.867 -0.274
O 0.482 -3.607 6.250
S -0.883 -3.064 6.129
O -1.110 -1.604 6.103
O -1.516 -3.556 4.699
C -1.379 -4.945 4.360
C -0.155 -4.966 3.468
C -2.025 -3.962 7.314
H -2.222 -5.216 3.724
H -1.417 -5.742 5.102
H -0.252 -4.167 2.733
H -0.294 -5.910 2.940
H 0.778 -4.890 4.025
H -1.831 -5.018 7.126
H -3.038 -3.764 6.965
H -1.847 -3.669 8.349
O 1.778 6.898 -6.669
S 2.045 5.761 -7.578
O 1.671 5.978 -8.955
O 3.638 5.284 -7.415
C 4.490 5.411 -8.530
C 4.808 4.082 -9.180
C 1.334 4.150 -6.767
H 5.455 5.861 -8.298
H 4.164 6.026 -9.369
H 5.539 3.445 -8.681
H 5.186 4.066 -10.202
H 3.903 3.497 -9.344
H 1.993 3.724 -6.010
H 1.045 3.490 -7.585
H 0.394 4.434 -6.295
O -1.854 -5.494 -7.392
S -1.833 -4.915 -6.062
O -2.107 -5.759 -4.907
O -0.363 -4.139 -5.832
C -0.087 -3.884 -4.454
C 0.994 -2.792 -4.209
C -2.964 -3.461 -6.018
H 0.447 -4.772 -4.117
H -0.928 -3.667 -3.796
H 0.938 -2.598 -3.138
H 0.795 -1.925 -4.838
H 2.030 -3.029 -4.451
H -2.387 -2.748 -5.429
H -3.878 -3.675 -5.464
H -3.065 -3.182 -7.067
O 2.500 4.165 5.431
S 3.773 3.419 5.427
O 5.017 4.159 5.058
O 3.928 2.688 6.940
C 5.123 1.948 7.246
C 5.728 2.821 8.433
C 3.666 1.924 4.325
H 5.857 1.769 6.460
H 5.087 0.941 7.662
H 6.078 3.771 8.028
H 6.587 2.440 8.984
H 5.057 3.007 9.272
H 2.648 1.534 4.296
H 4.319 1.103 4.621
H 3.884 2.315 3.332
```

***

# 4
Below is the molecule C4H10N4O, with properties calculated with wB97M-V/def2-TZVPD.

Values from the calculation:
SMILES: CN/C(=N\N1CC1)NO
E_tot, eV: -12311.2238
Highest occupied orbital energy, eV: -8.7
Energy above the lowest of the compared OMol25 structures with the same formula, charge and spin, eV: 7.311

XYZ file:
```
19
C4H10N4O | the Open Molecules 2025 dataset | wB97M-V/def2-TZVPD
C -2.096 -0.635 0.444
N -1.822 0.211 -0.641
C -0.488 0.484 -0.898
N 0.626 0.199 -0.226
N 0.650 -0.901 0.645
C 2.058 -1.172 0.653
C 1.498 -0.314 1.807
N -0.477 1.196 -2.107
O 0.715 1.823 -2.374
H -1.246 -0.235 1.236
H -3.117 -0.397 1.018
H -1.781 -1.687 0.513
H -2.278 -0.028 -1.453
H 2.723 -0.643 -0.026
H 2.465 -2.273 0.454
H 1.099 -0.494 2.777
H 1.653 0.855 1.685
H -1.307 1.935 -2.143
H 1.128 2.079 -1.362
```